# 1
13
Properties=species:S:1:pos:R:3:nbo_charge:R:1 method="wB97M-V/def2-TZVPD" e_lumo_ev=-0.4 e_above_lowest_kj_mol=181.8 total_energy_ev=-35193.643 homo_energy_ev=-8.575 orbital_gap_ev=8.136 charge=0 spin_multiplicity=1
O 1.45042 0.10848 1.38642 -0.995
H -1.24688 -1.92434 -0.45385 0.233
S 1.89734 2.25143 -0.51867 -0.284
P 1.41574 0.15870 -0.24326 1.125
H -2.83775 -1.07796 0.03465 0.238
H -1.10200 1.13081 -0.08905 0.197
C -1.04953 0.16785 -0.57165 -0.361
S 2.66634 -1.14752 -0.99473 -0.545
H -0.83893 0.10580 -1.64561 0.212
H 2.03300 -0.48544 1.67435 0.493
H 0.80323 2.54960 0.28158 0.147
C -1.71746 -1.00527 0.07089 -0.685
H -1.47352 -0.83214 1.06892 0.225

# 2
91
Properties=species:S:1:pos:R:3:nbo_charge:R:1 method="wB97M-V/def2-TZVPD" e_lumo_ev=2.0 total_energy_ev=-105838.012 homo_energy_ev=-4.836 orbital_gap_ev=6.792 charge=-1 spin_multiplicity=1
C -3.97935 -1.26747 -1.46315 -0.259
O 1.66457 0.09164 2.25170 -1.218
C 0.32457 1.12924 -3.18313 -0.244
H -0.96678 -5.08468 -1.03599 0.219
C -1.78075 3.41619 2.42107 -0.222
C -0.30064 -4.55586 -0.37214 -0.211
H -0.85094 -0.87799 2.88608 0.421
I -3.51081 2.94126 -6.73210 0.075
C 1.31971 -6.49041 -0.53122 -0.083
C -3.02321 -0.64652 -0.67061 0.054
H -2.86249 -0.04977 4.30828 0.179
H -4.78467 -0.68494 -1.89862 0.221
H 0.17827 0.19530 -2.62130 0.178
Te 1.37975 0.32126 4.00024 3.352
H -0.76425 5.29197 2.38634 0.156
F 0.34065 1.92744 4.01105 -0.668
H -3.55546 1.49304 2.66431 0.170
N -0.85462 -0.31160 3.74577 -0.833
F 3.00180 -0.41365 4.65383 -0.654
C -3.87900 -2.62886 -1.67354 -0.017
C -1.76337 2.10972 -2.18469 0.329
C -0.51964 4.24107 2.19356 -0.226
C -2.06594 0.55033 3.86569 -0.227
H 2.05244 -2.56043 1.81031 0.228
N -1.61605 2.04337 1.95597 -0.692
C 3.55545 2.66734 0.97811 0.059
H 5.01061 -1.87386 1.49083 0.150
H 2.34604 0.25468 -1.82720 0.199
H -2.70365 -4.36807 -1.27804 0.213
H 0.94344 4.45285 0.76223 0.363
H 3.09742 1.12857 -3.15733 0.181
C 5.46433 2.87434 -0.42297 -0.170
C -4.86483 -3.35668 -2.54484 -0.084
N 2.82492 2.15609 -0.01770 -0.465
C 4.71418 2.33109 -1.45540 -0.261
H 0.72756 0.85518 -4.15931 0.180
C -3.04329 2.68105 -2.43710 -0.240
C 1.39190 -3.15132 1.19634 0.071
H -0.83032 -0.98782 4.50067 0.420
N 0.04200 4.00196 0.85149 -0.856
H -1.82884 1.36051 4.54865 0.221
C -1.01356 1.79141 -3.36658 -0.027
F 0.88376 0.37817 5.79172 -0.624
H -2.62813 0.23367 1.84108 0.213
O 4.13463 -1.10560 -0.25596 -0.732
C -1.87326 -2.60753 -0.35119 0.257
F 1.04470 -1.59089 4.30061 -0.687
H -5.17807 -4.28303 -2.06977 0.184
C 4.88306 3.03486 0.82348 -0.276
H 1.66831 -7.08209 0.31813 0.173
N 1.30098 1.99367 -2.50382 -0.620
C -2.77554 2.60232 -4.80634 -0.223
H 0.52731 -7.97879 -1.51055 0.471
C 1.77716 -4.40607 0.75520 -0.259
C -2.80883 -3.30365 -1.10364 -0.258
O -4.29352 -3.74400 -3.79574 -0.713
H 2.16124 -6.37101 -1.21784 0.174
F 2.60968 1.77458 4.14468 -0.665
O -1.30257 1.85408 -1.01976 -0.833
H 4.86435 -1.35425 -0.82863 0.455
C 0.90980 -5.13402 -0.03468 -0.013
C -3.55116 2.92804 -3.70720 -0.273
O 0.22606 -7.12862 -1.18011 -0.719
H 5.43843 3.42821 1.66562 0.219
H 5.42125 -0.18017 1.11999 0.157
N 0.20565 -2.60278 0.91242 -0.407
I -4.22818 3.16652 -0.77973 0.079
C 4.63013 -0.93463 1.07940 -0.265
H -0.55914 4.35613 0.11592 0.366
C -0.61584 -3.29166 0.11934 0.132
H -0.91177 1.77746 -5.49562 0.209
C -2.54506 1.08122 2.52582 -0.233
H 5.13913 2.18524 -2.44023 0.209
C 3.39878 1.96337 -1.20937 0.243
H 3.79710 -0.59646 1.68821 0.238
H 0.87857 2.28105 -1.62747 0.381
K 0.40164 1.14370 0.80589 0.877
H -2.63397 3.89535 1.92244 0.167
H 6.49569 3.16168 -0.58895 0.206
C -1.51354 2.03809 -4.63148 -0.238
H 3.06392 2.76250 1.94589 0.228
H -4.53266 3.36432 -3.82835 0.224
H -3.07714 0.42096 -0.47679 0.223
H -1.70027 2.04561 0.93691 0.417
H 2.75091 -4.79833 1.03336 0.210
H -1.98938 3.41486 3.49336 0.193
H -5.75084 -2.73653 -2.69252 0.166
H 0.23188 3.93456 2.92059 0.219
H -3.93291 -2.95379 -4.21262 0.470
C 2.53874 1.26039 -2.22857 -0.257
N -1.99820 -1.29365 -0.11271 -0.443

# 3
43
Properties=species:S:1:pos:R:3:nbo_charge:R:1 method="wB97M-V/def2-TZVPD" e_lumo_ev=0.2 total_energy_ev=-60543.687 homo_energy_ev=-9.711 orbital_gap_ev=9.920 charge=0 spin_multiplicity=1
H 2.56130 2.86648 2.08633 0.227
C -3.41240 3.09200 -0.71873 -0.235
H 0.66848 2.33093 3.48244 0.208
H 0.99863 2.58489 0.32151 0.226
N 1.60482 -2.80367 -0.53480 -0.628
F 0.66084 -3.12615 1.96686 -0.330
C -1.01923 2.09614 -1.74296 -0.206
C 2.04980 0.85477 -0.32701 0.818
O 3.76888 -3.41453 -0.28963 -0.610
H 3.04488 1.16509 1.99391 0.227
C -1.61832 1.51493 -0.64082 -0.270
O 2.59072 -0.26115 0.14646 -0.514
H 3.02253 -0.82874 -1.79256 0.231
C 1.32073 1.63507 0.76827 -0.153
O -0.06688 -0.60331 -0.79218 -0.974
H -4.34082 3.48469 -0.33555 0.236
C 2.19406 1.84450 2.02288 -0.401
C -1.61915 3.19118 -2.34163 -0.221
S -0.84087 0.13608 0.18167 2.339
C -2.80550 2.00020 -0.12458 -0.180
H -0.09467 1.69244 -2.12470 0.264
C 2.93125 -2.56558 -0.49307 0.656
H -1.16899 3.66039 -3.20187 0.236
H 0.90785 -0.56805 2.54079 0.202
F 0.07439 -5.17749 1.68652 -0.327
C 3.29024 -1.10487 -0.76656 -0.171
H -3.24182 1.50488 0.72777 0.245
O 2.13877 1.23749 -1.46414 -0.599
H 1.93152 -4.74290 0.05519 0.261
N 0.14815 0.92595 1.24848 -0.690
Cl -3.55922 5.04259 -2.56629 0.029
C -2.81097 3.68164 -1.82410 -0.023
H 1.82835 1.11547 4.05519 0.227
H 0.48381 -4.52483 -0.98308 0.221
H 0.94802 -2.03516 -0.68318 0.443
C 1.08032 -4.09074 -0.17356 -0.316
F -1.05796 -3.60822 0.76239 -0.321
H -0.56977 0.26298 3.08116 0.230
C 1.27508 1.47378 3.19093 -0.403
C 0.18543 -3.99339 1.06304 0.966
H 4.36573 -0.97088 -0.61616 0.216
C 0.38778 0.39574 2.58096 -0.215
O -1.79864 -0.58354 0.95645 -0.920

# 4
66
Properties=species:S:1:pos:R:3:nbo_charge:R:1 method="wB97M-V/def2-TZVPD" e_lumo_ev=0.7 total_energy_ev=-94363.709 homo_energy_ev=-1.207 orbital_gap_ev=1.950 charge=-2 spin_multiplicity=1
O 2.20394 -1.17985 5.72014 -0.767
O 5.67752 -0.14442 0.40036 -0.448
H -7.27084 0.52060 6.65042 0.220
C 0.25224 1.50138 -0.97373 0.467
H 1.18307 1.91595 -2.90847 0.220
C -6.52144 -0.23387 6.85641 -0.217
C -4.39895 -2.08351 7.32712 -0.247
C -2.00140 0.65926 -8.99426 0.471
C -1.03479 1.48865 -0.25039 -0.196
H 2.89570 0.24157 2.05407 0.267
O -6.08451 -3.54040 8.09429 -0.526
H -1.00140 1.18643 0.78922 0.279
O -3.24039 2.56012 -2.82793 -0.554
C 1.32476 -1.43829 1.39915 -0.005
H -7.85681 -1.70993 7.59263 0.217
C -2.19701 2.24278 -2.27370 0.486
H -0.84018 -1.98462 4.32740 -0.109
H 3.89665 -1.04410 -3.60001 0.230
C -1.87347 1.67410 -6.76448 -0.230
H 7.96460 -0.72609 -0.68050 0.226
C -6.83579 -1.43058 7.36176 -0.247
H -3.67424 0.94284 -7.61587 0.234
C 0.93264 0.86435 3.86368 -0.275
H -2.30415 2.00620 -5.82743 0.251
C -0.42185 1.88254 -6.93343 0.481
Cl -1.45277 -1.94894 1.46208 -0.138
H 3.30418 -1.56736 2.73830 0.289
C -4.08460 -0.88680 6.82177 -0.205
C 7.24150 -1.18181 -2.62261 -0.248
O 1.29562 1.18403 -0.41950 -0.460
H 1.25100 1.59895 -8.31181 0.233
O -4.83589 1.22302 6.08924 -0.457
H 8.20272 -1.42310 -3.06039 0.220
C 4.61976 -0.58838 -1.65789 -0.209
I -2.19558 0.30495 3.32368 -0.403
C 6.06751 -1.28565 -3.51154 0.479
O 1.71481 -3.09700 4.18492 -0.870
H -3.64956 -2.83798 7.53311 0.238
O 6.18373 -1.62577 -4.68086 -0.528
C 2.77633 -0.93442 1.88406 -0.690
H -3.12784 1.82820 -0.33896 0.236
Cl 1.15195 -2.14280 -0.34987 -0.136
H 2.36327 2.99303 3.86866 0.239
C 0.16226 -1.35498 2.27289 -0.235
C 4.74749 -0.96218 -2.93472 -0.247
C -0.54977 0.86770 -9.16320 -0.232
H -3.06358 -0.60745 6.59090 0.270
C 0.18533 1.43804 -8.20369 -0.224
C -2.60857 1.10376 -7.72399 -0.224
P -0.05557 -0.77734 4.04711 0.685
C 0.23079 1.91105 -2.39179 -0.200
H -0.94337 2.55772 -4.03665 0.224
H 3.65853 -0.34709 -1.22012 0.273
H -0.29290 -0.37134 5.43310 -0.083
C 1.60440 2.08692 3.69836 -0.442
H -0.11910 0.53560 -10.10025 0.229
C 5.79375 -0.48454 -0.76897 0.464
C -0.90998 2.25550 -2.99704 -0.264
H 3.49701 -1.12197 0.94787 0.192
C -5.12293 0.12670 6.54990 0.467
C -2.17556 1.83310 -0.85564 -0.259
O 0.25210 2.40266 -6.05492 -0.485
O -2.67534 0.13913 -9.87276 -0.502
C -5.79747 -2.44408 7.63363 0.478
C 7.11376 -0.80801 -1.34579 -0.213
C 1.46869 -1.76222 4.75689 0.510

# 5
11
Properties=species:S:1:pos:R:3:nbo_charge:R:1 method="wB97M-V/def2-TZVPD" e_lumo_ev=-0.2 e_above_lowest_kj_mol=161.0 total_energy_ev=-17563.599 homo_energy_ev=-9.510 orbital_gap_ev=9.329 charge=0 spin_multiplicity=1
H -0.72997 1.56996 -0.45282 0.251
H -2.38071 0.99660 -0.43642 0.238
N 1.34300 0.00264 -0.14301 -0.502
O -1.74113 -1.53976 -0.18179 -0.508
C -1.43218 0.89657 0.05520 -0.723
C 0.43597 -0.84505 0.15717 -0.011
S 3.01731 -0.44883 0.03091 0.186
H -1.61170 1.21273 1.11401 0.244
C -1.01071 -0.56039 0.04534 0.526
H 3.41642 0.56460 -0.73570 0.123
H 0.69371 -1.84906 0.54712 0.175

# 6
33
Properties=species:S:1:pos:R:3:mulliken_spin:R:1 method="wB97M-V/def2-TZVPD" e_lumo_ev="-8.5 / -8.5" total_energy_ev=-180602.586 homo_energy_ev="-12.111 / -12.679" s_squared=0.751 orbital_gap_ev="3.627 / 4.190" charge=+2 spin_multiplicity=2
O 0.55554 3.70785 1.82361 0.002
O -2.49743 3.16757 2.06148 -0.030
H -1.57875 -2.26999 3.26059 0.000
N -0.46810 0.54703 -0.25582 -0.021
H -1.65341 0.29164 -4.68208 0.000
O -3.67812 3.11309 3.81300 0.005
N -2.63031 2.92452 3.27157 0.009
O 1.72453 -4.82199 1.27007 0.000
N 1.54454 -4.04984 0.37843 0.000
H -0.33422 1.03270 -4.73178 0.000
O -1.17542 -2.24427 2.39289 0.000
H -1.98065 -1.74097 -2.30763 0.000
H 0.72078 4.25069 2.59448 0.004
O -1.66722 2.53254 3.79657 0.002
O -0.82244 1.67670 0.11848 -0.015
H 1.41915 3.38235 1.56970 -0.005
O -0.16658 0.37258 -1.43738 0.031
H 2.73182 -0.17827 0.73698 0.001
H -1.15439 -2.99493 -2.11592 0.000
Zn 0.29584 -0.77208 -3.02141 0.007
Zn 0.65282 -1.37572 2.03706 0.013
H 2.77688 0.42772 -3.51703 0.000
O -0.26809 -0.30444 0.56842 0.027
O 1.85035 0.66371 -3.47149 0.002
O 1.81094 -4.33427 -0.73254 0.000
O 1.04819 -2.92236 0.65823 0.000
O -1.08736 -2.07723 -2.37966 0.000
H 1.82727 1.59164 -3.70527 0.000
O 2.39274 -0.42998 1.59599 -0.001
O -0.75457 0.25993 -4.35448 0.001
H -1.50111 -3.02981 1.95348 0.000
Zn -1.03340 3.82149 0.60645 0.968
H 3.10010 -0.21752 2.20488 0.000